1.
10
Properties=species:S:1:pos:R:3:mulliken_charge:R:1 method="wB97M-V/def2-TZVPD" e_tot_ev=-56632.412 lumo_energy_ev="-2.85 / -2.85" charge=0 gap_ev="7.38 / 7.38" e_homo_ev="-10.228 / -10.228" max_force_ha_per_bohr=0.13159
Cl -2.691 -0.764 0.127 -0.132
Cl 1.865 1.593 0.052 -0.131
Cl 0.352 -2.307 0.601 -0.048
S -1.257 0.478 -0.744 0.930
O 1.003 0.372 2.156 -0.478
O -1.341 1.790 -0.084 -0.432
O -1.218 0.311 -2.108 -0.400
C 1.225 0.238 0.940 0.657
C 0.819 -0.810 -0.001 -0.475
H 1.242 -0.899 -0.939 0.508

2.
7
Properties=species:S:1:pos:R:3:mulliken_charge:R:1 method="wB97M-V/def2-TZVPD" e_tot_ev=-22093.369 lumo_energy_ev=-1.30 charge=0 gap_ev=10.25 smiles="O=CC(F)(F)Cl" e_homo_ev=-11.549 relative_energy_kcal_mol=24.4 max_force_ha_per_bohr=0.14875
Cl -1.086 -1.491 1.009 -0.154
F 0.305 -1.308 -1.084 -0.217
F -1.220 0.175 -1.182 -0.179
O 0.195 1.831 0.285 -0.386
C -0.285 -0.348 -0.297 0.666
C 0.671 0.651 0.279 -0.117
H 1.420 0.490 0.991 0.387

3.
8
Properties=species:S:1:pos:R:3:mulliken_charge:R:1 method="wB97M-V/def2-TZVPD" e_tot_ev=-24136.750 lumo_energy_ev="-1.50 / -1.36" charge=0 gap_ev="8.14 / 9.11" e_homo_ev="-9.639 / -10.476" relative_energy_kcal_mol=136.2 max_force_ha_per_bohr=0.07662
Cl 1.972 1.269 0.032 -0.066
F -1.070 1.701 0.071 -0.223
F -0.945 -0.059 1.370 -0.219
O 0.544 -2.325 -0.485 -0.450
O 1.161 -1.109 -0.391 0.014
C 0.689 0.124 -0.192 0.390
C -0.782 0.402 0.068 0.344
H -1.567 -0.003 -0.472 0.210

4.
7
Properties=species:S:1:pos:R:3:mulliken_spin:R:1 method="wB97M-V/def2-TZVPD" spin_multiplicity=3 e_tot_ev=-30879.922 lumo_energy_ev="0.75 / -3.12" charge=0 gap_ev="8.82 / 7.85" e_homo_ev="-8.077 / -10.967" relative_energy_kcal_mol=0.0 max_force_ha_per_bohr=0.04757
Cl 1.436 -0.952 -1.023 0.041
S 1.091 0.445 1.938 1.251
F -0.777 0.293 -1.417 0.011
F -1.051 -1.396 -0.160 0.013
C -0.199 -0.424 -0.405 0.026
C 0.040 0.590 0.697 0.612
H -0.540 1.444 0.370 0.046

5.
8
Properties=species:S:1:pos:R:3:mulliken_charge:R:1 method="wB97M-V/def2-TZVPD" e_tot_ev=-24254.349 lumo_energy_ev=-0.31 charge=0 gap_ev=11.01 e_homo_ev=-11.317 relative_energy_kcal_mol=13.9 max_force_ha_per_bohr=0.12689
Cl 0.434 0.971 -0.883 -0.122
F 1.403 1.344 2.909 -0.210
F 2.352 0.418 1.119 -0.210
F 2.515 2.475 1.283 -0.254
N -0.677 2.246 1.280 -0.517
C 0.402 1.641 0.707 0.274
C 1.642 1.402 1.562 0.762
H -1.522 2.153 0.690 0.277

6.
7
Properties=species:S:1:pos:R:3:mulliken_charge:R:1 method="wB97M-V/def2-TZVPD" e_tot_ev=-26808.891 lumo_energy_ev=3.13 charge=-1 gap_ev=6.10 e_homo_ev=-2.968 relative_energy_kcal_mol=19.4 max_force_ha_per_bohr=0.04078
I -2.446 0.829 -0.526 -0.153
Cl -0.413 0.974 2.130 -0.307
O 0.778 -2.009 0.260 -0.432
O 1.444 -0.494 -1.413 -0.483
C -0.514 0.587 0.293 -0.597
C 0.953 -1.135 -0.537 0.730
H 0.197 1.248 -0.207 0.241

7.
7
Properties=species:S:1:pos:R:3:mulliken_charge:R:1 method="wB97M-V/def2-TZVPD" e_tot_ev=-26808.715 lumo_energy_ev=3.33 charge=-1 gap_ev=6.25 e_homo_ev=-2.913 relative_energy_kcal_mol=23.4 max_force_ha_per_bohr=0.04040
I -1.068 -2.252 -0.761 -0.296
Cl -0.661 0.411 1.039 -0.293
O 2.538 -0.018 0.028 -0.344
O 1.612 2.041 -0.428 -0.394
C -1.879 -0.312 -0.159 -0.425
C 2.092 1.010 -0.192 0.712
H -2.634 -0.881 0.473 0.040

8.
6
Properties=species:S:1:pos:R:3:mulliken_charge:R:1 method="wB97M-V/def2-TZVPD" e_tot_ev=-18706.810 lumo_energy_ev=0.41 charge=0 gap_ev=11.77 e_homo_ev=-11.355 relative_energy_kcal_mol=0.0 max_force_ha_per_bohr=0.08515
Cl -1.282 0.834 -0.187 -0.138
O -1.244 -1.586 0.787 -0.350
O 2.156 1.120 -0.148 -0.092
C -0.943 -0.889 -0.145 0.123
C 1.836 1.768 0.695 0.096
H -0.523 -1.246 -1.003 0.362

9.
7
Properties=species:S:1:pos:R:3:mulliken_charge:R:1 method="wB97M-V/def2-TZVPD" e_tot_ev=-10101.190 lumo_energy_ev="-11.20 / -11.20" charge=+2 gap_ev="8.73 / 8.73" e_homo_ev="-19.929 / -19.930" relative_energy_kcal_mol=13.9 max_force_ha_per_bohr=0.11403
Cs 1.041 6.768 1.693 1.000
F 0.437 0.274 0.586 -0.046
F -1.428 -0.526 0.755 0.004
O -0.716 -2.609 -0.901 -0.167
C -0.258 -0.762 0.302 0.761
C -0.016 -1.650 -0.952 0.090
H 0.940 -1.495 -1.482 0.358

10.
12
Properties=species:S:1:pos:R:3:mulliken_charge:R:1 method="wB97M-V/def2-TZVPD" e_tot_ev=-20172.957 lumo_energy_ev="-2.92 / -2.90" charge=0 gap_ev="8.68 / 8.67" e_homo_ev="-11.604 / -11.575" relative_energy_kcal_mol=107.0 max_force_ha_per_bohr=0.08146
F 1.651 2.121 1.243 -0.153
F 2.831 0.903 -0.100 -0.139
O 0.878 0.115 0.632 -0.162
O -1.606 -2.125 -0.136 -0.487
O -0.100 -2.076 1.444 -0.526
O -1.818 0.810 0.638 -0.525
N -0.562 -0.135 -2.581 -0.259
N 1.514 1.287 0.103 0.285
N -0.635 -1.683 0.443 0.975
C -0.349 -0.183 -1.481 0.311
C -0.137 -0.371 -0.066 0.373
H -1.667 1.338 -0.138 0.307

11.
7
Properties=species:S:1:pos:R:3:mulliken_spin:R:1 method="wB97M-V/def2-TZVPD" spin_multiplicity=3 e_tot_ev=-19843.653 lumo_energy_ev="0.55 / -4.54" charge=0 gap_ev="8.50 / 6.55" e_homo_ev="-7.948 / -11.082" relative_energy_kcal_mol=10.0 max_force_ha_per_bohr=0.03408
S 1.537 -0.412 -0.682 0.164
F 0.448 0.671 1.518 0.057
F -0.203 1.471 -0.409 0.052
N -2.210 -1.916 0.346 0.101
C -1.520 -1.002 0.381 0.863
C 0.336 0.461 0.204 0.739
H 1.612 0.728 -1.358 0.024

12.
8
Properties=species:S:1:pos:R:3:mulliken_charge:R:1 method="wB97M-V/def2-TZVPD" e_tot_ev=-22455.913 lumo_energy_ev=3.48 charge=-1 gap_ev=7.09 e_homo_ev=-3.603 relative_energy_kcal_mol=0.0 max_force_ha_per_bohr=0.05545
S -1.374 -1.443 0.022 -0.319
F 0.912 -1.402 -1.182 -0.252
F 1.122 -1.299 1.008 -0.292
O 1.409 1.813 0.254 -0.502
O -0.778 1.838 -0.332 -0.538
C 0.316 1.435 -0.064 0.597
C 0.306 -0.849 -0.099 0.154
H -1.912 -0.093 0.393 0.151

13.
6
Properties=species:S:1:pos:R:3:mulliken_charge:R:1 method="wB97M-V/def2-TZVPD" e_tot_ev=-16809.674 lumo_energy_ev=-0.56 charge=0 gap_ev=9.24 e_homo_ev=-9.807 relative_energy_kcal_mol=65.0 max_force_ha_per_bohr=0.10472
P -1.183 0.039 1.230 -0.040
F -1.197 0.692 -1.517 -0.189
F 1.076 -1.398 0.255 -0.236
C 0.425 -0.174 0.310 0.078
C -0.752 0.165 -0.395 0.191
H 1.630 0.677 0.118 0.196

14.
8
Properties=species:S:1:pos:R:3:mulliken_charge:R:1 method="wB97M-V/def2-TZVPD" e_tot_ev=-14335.811 lumo_energy_ev=0.11 charge=0 gap_ev=10.96 e_homo_ev=-10.848 relative_energy_kcal_mol=57.5 max_force_ha_per_bohr=0.06672
F 0.372 1.399 0.799 -0.207
F 1.032 -0.564 1.340 -0.232
F -1.530 -0.478 -1.349 -0.163
O -2.257 -0.781 0.775 -0.353
O 1.216 0.093 -0.912 -0.428
C 0.531 0.190 0.261 0.597
C -1.458 -0.413 -0.014 0.434
H 2.094 0.553 -0.900 0.352

15.
7
Properties=species:S:1:pos:R:3:mulliken_charge:R:1 method="wB97M-V/def2-TZVPD" e_tot_ev=-21074.453 lumo_energy_ev="-1.13 / -2.33" charge=0 gap_ev="8.63 / 7.02" e_homo_ev="-9.758 / -9.356" relative_energy_kcal_mol=66.2 max_force_ha_per_bohr=0.07241
S 2.342 -0.599 1.580 -0.179
F -0.550 1.368 1.028 -0.144
F 2.130 0.430 -0.892 -0.200
F 1.971 1.874 0.620 -0.209
C 0.135 0.498 0.370 -0.291
C 1.622 0.685 0.283 0.671
H -0.402 -0.505 0.204 0.353

16.
9
Properties=species:S:1:pos:R:3:mulliken_charge:R:1 method="wB97M-V/def2-TZVPD" e_tot_ev=-16497.386 lumo_energy_ev=0.50 charge=0 gap_ev=12.37 smiles="N=C(F)F.O=C(F)F" e_homo_ev=-11.869 relative_energy_kcal_mol=0.0 max_force_ha_per_bohr=0.05685
F 1.941 1.489 -1.442 -0.162
F -0.934 0.614 2.105 -0.211
F 0.024 1.619 -2.219 -0.168
F 0.661 -0.758 2.293 -0.189
O 0.964 -0.313 -2.374 -0.327
N -1.100 -1.513 1.107 -0.495
C 0.999 0.791 -2.037 0.653
C -0.498 -0.648 1.779 0.616
H -2.058 -1.281 0.788 0.282

17.
10
Properties=species:S:1:pos:R:3:mulliken_charge:R:1 method="wB97M-V/def2-TZVPD" e_tot_ev=-18538.895 lumo_energy_ev=-2.56 charge=0 gap_ev=10.19 e_homo_ev=-12.748 relative_energy_kcal_mol=70.5 max_force_ha_per_bohr=0.09828
F 0.719 -1.330 -0.868 -0.118
F -2.107 -0.586 -0.471 -0.211
F -0.242 0.767 -1.976 -0.490
F -0.978 -1.326 1.223 -0.252
O 2.424 0.121 0.302 -0.524
O 0.906 1.564 0.862 -0.525
N 1.326 0.569 0.368 1.033
C 0.265 -0.311 -0.350 0.557
C -1.066 -0.268 0.290 0.216
H -1.247 0.798 0.619 0.313

18.
15
Properties=species:S:1:pos:R:3:mulliken_charge:R:1 method="wB97M-V/def2-TZVPD" e_tot_ev=-47695.974 lumo_energy_ev=0.19 charge=0 gap_ev=11.07 e_homo_ev=-10.882 relative_energy_kcal_mol=3.8 max_force_ha_per_bohr=0.05395
S 1.119 0.738 0.043 1.107
S -1.367 -0.471 0.992 0.522
F -3.860 -0.013 0.437 -0.210
F 2.513 -1.405 0.632 -0.204
F -2.594 0.194 -1.294 -0.220
F 2.824 -0.671 -1.376 -0.197
F -2.591 1.730 0.223 -0.222
F 3.675 0.385 0.305 -0.192
O -1.677 -1.920 0.714 -0.606
O 1.096 1.181 1.425 -0.612
O 1.157 1.658 -1.075 -0.585
N -0.154 -0.272 -0.197 -0.378
C 2.649 -0.328 -0.117 0.647
C -2.696 0.434 0.000 0.758
H -0.094 -1.240 -0.711 0.389

19.
17
Properties=species:S:1:pos:R:3:mulliken_charge:R:1 method="wB97M-V/def2-TZVPD" e_tot_ev=-81270.576 lumo_energy_ev="-2.18 / -2.18" charge=0 gap_ev="6.94 / 6.95" e_homo_ev="-9.122 / -9.129" max_force_ha_per_bohr=0.05698
Yb 1.150 -1.476 -2.050 1.257
S 0.549 1.216 0.144 0.980
S -0.460 -1.082 1.350 0.421
F 0.417 -2.984 2.913 -0.215
F 1.958 -1.635 2.238 -0.236
F -1.978 1.856 -0.730 -0.244
F -2.107 0.771 -2.372 -0.181
F -0.694 2.453 -2.317 -0.213
F 0.584 -1.023 3.792 -0.224
O 1.399 0.186 -0.613 -0.506
O -0.061 -0.080 -3.265 -0.832
O 1.291 2.439 0.459 -0.567
O -1.813 -1.355 1.933 -0.620
N -0.058 0.506 1.463 -0.396
C -1.166 1.401 -1.680 0.637
C 0.708 -1.711 2.670 0.709
H 0.281 0.518 -3.935 0.228

20.
8
Properties=species:S:1:pos:R:3:mulliken_charge:R:1 method="wB97M-V/def2-TZVPD" e_tot_ev=-11879.791 lumo_energy_ev=0.25 charge=0 gap_ev=11.02 smiles=Oc1nonc1F e_homo_ev=-10.774 relative_energy_kcal_mol=65.7 max_force_ha_per_bohr=0.01920
F -1.205 -1.141 1.042 -0.254
O 1.916 -0.173 0.205 -0.014
O -1.023 1.058 -1.036 -0.489
N 1.088 -0.967 0.932 -0.299
N 1.231 0.683 -0.616 -0.372
C -0.095 -0.613 0.570 0.577
C -0.025 0.428 -0.397 0.524
H -1.887 0.725 -0.701 0.328